Entry 1:
The ion C7H6NO3S2 with charge -1 in a non-equilibrium geometry. Source: OMol25; level of theory: ωB97M-V/def2-TZVPD.

Last columns: bonded neighbours and bond lengths (Å).
Atoms and positions in Å:
1 C 0.1568 0.6587 -0.9072  C4 1.359, C6 1.436, H14 1.001
2 C -0.0583 -1.2071 1.3001  C5 1.343, C7 1.579, H15 1.083
3 C 2.8975 -1.5570 -1.0011  N8 1.261, S12 1.763, H16 1.067
4 C 0.9445 -0.4454 -0.8157  C1 1.359, C5 1.498, N8 1.406
5 C 0.9500 -1.2947 0.4178  C2 1.343, C4 1.498, S12 1.738
6 C -0.8586 0.9398 0.0687  C1 1.436, C7 1.502, H17 1.211, H18 1.123
7 C -1.2577 -0.3097 0.8014  C2 1.579, C6 1.502, S13 1.854, H19 1.059
8 N 2.1442 -0.6829 -1.5096  C3 1.261, C4 1.406
9 O -2.6541 -2.4314 0.2770  S13 1.437
10 O -3.2707 -0.3015 -0.7384  S13 1.476
11 O -1.3431 -1.5603 -1.5956  S13 1.451
12 S 2.4050 -2.2364 0.5493  C3 1.763, C5 1.738
13 S -2.2043 -1.2834 -0.4616  C7 1.854, O9 1.437, O10 1.476, O11 1.451
14 H 0.2861 1.2450 -1.7080  C1 1.001
15 H -0.2039 -1.8478 2.1610  C2 1.083
16 H 3.7989 -1.8993 -1.4574  C3 1.067
17 H -0.4261 1.7012 0.9050  C6 1.211
18 H -1.8143 1.2583 -0.4285  C6 1.123
19 H -1.9327 0.0701 1.5233  C7 1.059

SMILES: O=S(=O)([O-])[C@H]1C=c2scnc2=CC1
HOMO energy, eV: -4.17
Energy relative to the best compared isomer or geometry (same formula, charge and spin), kcal/mol: 0.00
Total charge: -1
LUMO energy, eV: 2.83
Kohn-Sham gap, eV: 6.995
Strongest force on any atom, eV/A: 4.00
Molecular weight, g/mol: 216.3

Here are the Löwdin charges for atoms 1 to 8, given in e:
1. C -0.047
2. C -0.056
3. C -0.474
4. C -0.281
5. C -0.515
6. C -0.223
7. C -0.333
8. N 0.031

---

Entry 2:
A cluster of 2 separate species, C15H32NO4P in total in a non-equilibrium geometry. Source: OMol25; level of theory: ωB97M-V/def2-TZVPD.

Last columns: bonded neighbours and bond lengths (Å).
Atoms and positions in Å:
1 C -0.7008 -2.4872 -0.8662  C2 1.668, H11 1.171, H12 1.192, H13 1.172
2 C -0.9891 -2.6959 -2.4958  C1 1.668, O3 1.471, H14 1.194, H15 1.176
3 O -1.2821 -1.4042 -3.1361  C2 1.471, C4 1.472
4 C -2.7232 -1.1046 -3.1511  O3 1.472, C5 1.645, H16 1.170, H17 1.193
5 C -3.0377 0.1063 -2.0834  C4 1.645, O6 1.471, H18 1.194, H19 1.194
6 O -4.3657 0.0454 -1.4531  C5 1.471, P7 1.741
7 P -4.5765 -1.3811 -0.4774  O6 1.741, C8 1.948, H20 1.440, H21 1.466
8 C -5.5514 -2.7864 -1.4091  P7 1.948, C9 1.672, H22 1.191, H23 1.179
9 C -4.6351 -4.1758 -1.5660  C8 1.672, O10 1.342, H24 1.183
10 O -5.1127 -5.3304 -2.0549  C9 1.342
11 H -1.2361 -1.5470 -0.4186  C1 1.171
12 H 0.4689 -2.2737 -0.7837  C1 1.192
13 H -1.0395 -3.4495 -0.2897  C1 1.172
14 H 0.0315 -3.1228 -2.9440  C2 1.194
15 H -1.7936 -3.5275 -2.7046  C2 1.176
16 H -3.3831 -2.0621 -3.0192  C4 1.170
17 H -2.9931 -0.6714 -4.2299  C4 1.193
18 H -3.0243 1.1139 -2.7230  C5 1.194
19 H -2.1522 0.2470 -1.2950  C5 1.194
20 H -3.3522 -1.9745 -0.0045  P7 1.440
21 H -5.4294 -1.0287 0.6617  P7 1.466
22 H -5.6864 -2.3945 -2.5259  C8 1.191
23 H -6.5948 -2.9989 -0.9035  C8 1.179
24 H -3.4935 -4.1105 -1.2620  C9 1.183
25 C 4.5632 0.7356 2.1149  C26 1.545, H36 1.095, H37 1.097, H38 1.094
26 C 3.0295 0.8317 2.2709  C25 1.545, C27 1.551, N31 1.475, C35 1.556
27 C 2.6610 2.1409 3.0168  C26 1.551, C28 1.525, H39 1.097, H40 1.100
28 C 2.8606 3.4242 2.2177  C27 1.525, C29 1.524, H41 1.097, H42 1.096
29 C 2.7294 3.2364 0.7114  C28 1.524, C30 1.550, H43 1.098, H44 1.098
30 C 1.9026 1.9986 0.2786  C29 1.550, N31 1.474, C33 1.553, C34 1.546
31 N 2.5081 0.8029 0.8914  C26 1.475, C30 1.474, O32 1.387
32 O 1.8575 -0.3739 0.5514  N31 1.387
33 C 2.0440 1.8989 -1.2646  C30 1.553, H45 1.097, H46 1.097, H47 1.096
34 C 0.4102 2.2280 0.6094  C30 1.546, H48 1.098, H49 1.094, H50 1.095
35 C 2.5871 -0.3280 3.2095  C26 1.556, H51 1.098, H52 1.095, H53 1.096
36 H 4.8534 -0.1996 1.6251  C25 1.095
37 H 5.0663 0.7640 3.0893  C25 1.097
38 H 4.9677 1.5563 1.5155  C25 1.094
39 H 1.6111 2.0949 3.3314  C27 1.097
40 H 3.2344 2.2201 3.9526  C27 1.100
41 H 2.1331 4.1693 2.5633  C28 1.097
42 H 3.8478 3.8479 2.4368  C28 1.096
43 H 2.3124 4.1526 0.2729  C29 1.098
44 H 3.7410 3.1542 0.2931  C29 1.098
45 H 3.0814 1.6897 -1.5529  C33 1.097
46 H 1.7531 2.8401 -1.7479  C33 1.097
47 H 1.4109 1.1101 -1.6880  C33 1.096
48 H 0.0403 3.1323 0.1085  C34 1.098
49 H 0.2228 2.3567 1.6795  C34 1.094
50 H -0.2159 1.3982 0.2647  C34 1.095
51 H 3.0729 -0.2423 4.1903  C35 1.098
52 H 2.8619 -1.3110 2.8120  C35 1.095
53 H 1.5043 -0.3147 3.3815  C35 1.096

HOMO energy, eV: -4.05
LUMO energy, eV: -2.07
Kohn-Sham gap, eV: 1.976
Strongest force on any atom, eV/A: 8.63
Molecular weight, g/mol: 321.4

Here are the Löwdin charges for atoms 1 to 8, given in e:
1. C -0.089
2. C -0.228
3. O -0.202
4. C -0.173
5. C -0.208
6. O -0.377
7. P 1.020
8. C -0.279

---

Entry 3:
The molecule C36H39BrNO7PS in a non-equilibrium geometry. Source: OMol25; level of theory: ωB97M-V/def2-TZVPD.

Last columns: bonded neighbours and bond lengths (Å).
Atoms and positions in Å:
1 C -0.4693 5.4623 1.8400  C2 1.530, H48 1.085, H49 1.086, H50 1.084
2 C 0.5302 5.4381 0.6825  C1 1.530, S3 1.828, H51 1.084, H52 1.083
3 S 1.3200 3.7905 0.6163  C2 1.828, C4 1.829
4 C 1.3287 3.4173 -1.1747  S3 1.829, C5 1.495, H53 1.085, H54 1.081
5 C 0.4362 2.2713 -1.5263  C4 1.495, C6 1.379, C25 1.400
6 C -0.6886 2.4791 -2.2967  C5 1.379, C7 1.391, H55 1.080
7 C -1.5668 1.4557 -2.6389  C6 1.391, N8 1.458, C15 1.398
8 N -2.7312 1.8296 -3.4324  C7 1.458, C9 1.425, C12 1.439
9 C -3.7864 2.4429 -2.6960  N8 1.425, C10 1.500, O11 1.200
10 C -3.6564 2.6680 -1.2191  C9 1.500, H56 1.080, H57 1.085, H58 1.090
11 O -4.7924 2.7494 -3.2729  C9 1.200
12 C -2.3670 2.5457 -4.6264  N8 1.439, C13 1.498, O14 1.191
13 C -2.8214 3.9581 -4.8310  C12 1.498, H59 1.088, H60 1.085, H61 1.081
14 O -1.6722 2.0061 -5.4291  C12 1.191
15 C -1.3474 0.1314 -2.2479  C7 1.398, C16 1.522, C24 1.412
16 C -2.2675 -0.9970 -2.6903  C15 1.522, C17 1.527, H62 1.080, H63 1.087
17 C -3.6065 -1.1300 -1.9691  C16 1.527, C18 1.396, C22 1.405
18 C -4.7150 -0.4589 -2.4874  C17 1.396, C19 1.387, H64 1.076
19 C -5.9728 -0.5306 -1.9076  C18 1.387, C20 1.386, H65 1.079
20 C -6.1684 -1.2857 -0.7614  C19 1.386, C21 1.390, H66 1.079
21 C -5.0858 -1.9884 -0.2446  C20 1.390, C22 1.398, H67 1.080
22 C -3.8209 -1.9344 -0.8373  C17 1.405, C21 1.398, C23 1.505
23 C -2.7239 -2.7494 -0.2061  C22 1.505, H68 1.082, H69 1.085, H70 1.087
24 C -0.1885 -0.0826 -1.4698  C15 1.412, C25 1.401, C46 1.500
25 C 0.6774 0.9574 -1.1058  C5 1.400, C24 1.401, C26 1.498
26 C 1.8761 0.6232 -0.2717  C25 1.498, O27 1.203, C28 1.485
27 O 2.9572 1.1189 -0.4552  C26 1.203
28 C 1.6519 -0.4280 0.7534  C26 1.485, C29 1.398, C45 1.400
29 C 2.2251 -0.3964 2.0280  C28 1.398, C30 1.497, C39 1.399
30 C 3.1119 0.7057 2.5181  C29 1.497, C31 1.531, H71 1.083, H72 1.091
31 C 4.6092 0.4546 2.3192  C30 1.531, C32 1.542, H73 1.085, H74 1.086
32 C 5.1440 -0.8836 2.8667  C31 1.542, C33 1.538, H75 1.087, H76 1.085
33 C 5.5841 -1.8723 1.7738  C32 1.538, C34 1.500, H77 1.088, H78 1.087
34 C 4.5921 -2.9556 1.4677  C33 1.500, O35 1.438, H79 1.093, H80 1.087
35 O 4.3498 -3.7159 2.6641  C34 1.438, C36 1.348
36 C 3.7172 -4.9007 2.5499  O35 1.348, C37 1.508, O38 1.191
37 C 2.9133 -5.2448 1.3218  C36 1.508, H81 1.085, H82 1.083, H83 1.082
38 O 3.7525 -5.6518 3.4729  C36 1.191
39 C 1.9226 -1.4579 2.8884  C29 1.399, C40 1.395, H84 1.077
40 C 1.1122 -2.5275 2.5058  C39 1.395, P41 1.839, C44 1.391
41 P 0.7317 -3.9537 3.6022  C40 1.839, O42 1.640, Br43 2.240
42 O -0.8412 -3.6239 3.9304  P41 1.640, H85 0.969
43 Br 1.7792 -3.3644 5.4919  P41 2.240
44 C 0.5755 -2.5331 1.2222  C40 1.391, C45 1.383, H86 1.082
45 C 0.8282 -1.4871 0.3529  C28 1.400, C44 1.383, C46 1.488
46 C 0.2473 -1.4440 -1.0162  C24 1.500, C45 1.488, O47 1.200
47 O 0.2034 -2.4222 -1.7106  C46 1.200
48 H -0.0072 5.1027 2.7529  C1 1.085
49 H -0.8060 6.4857 1.9741  C1 1.086
50 H -1.3042 4.8166 1.5917  C1 1.084
51 H -0.0192 5.5520 -0.2452  C2 1.084
52 H 1.2876 6.2039 0.7907  C2 1.083
53 H 1.0415 4.3136 -1.7143  C4 1.085
54 H 2.3553 3.2061 -1.4407  C4 1.081
55 H -0.9012 3.4899 -2.6124  C6 1.080
56 H -4.5943 3.0765 -0.8744  C10 1.080
57 H -2.8065 3.2923 -0.9620  C10 1.085
58 H -3.5040 1.7085 -0.7245  C10 1.090
59 H -2.7137 4.5743 -3.9409  C13 1.088
60 H -3.8710 3.9823 -5.1055  C13 1.085
61 H -2.2602 4.3798 -5.6525  C13 1.081
62 H -1.7428 -1.9407 -2.6756  C16 1.080
63 H -2.5198 -0.8052 -3.7303  C16 1.087
64 H -4.6257 0.1172 -3.3915  C18 1.076
65 H -6.8166 -0.0136 -2.3379  C19 1.079
66 H -7.1230 -1.3594 -0.2644  C20 1.079
67 H -5.1983 -2.5988 0.6392  C21 1.080
68 H -2.0903 -3.1967 -0.9610  C23 1.082
69 H -2.1550 -2.1209 0.4716  C23 1.085
70 H -3.1470 -3.5596 0.3820  C23 1.087
71 H 2.8735 1.6587 2.0619  C30 1.083
72 H 2.9141 0.8293 3.5838  C30 1.091
73 H 5.1352 1.2744 2.7983  C31 1.085
74 H 4.8281 0.4956 1.2565  C31 1.086
75 H 6.0272 -0.6618 3.4599  C32 1.087
76 H 4.4533 -1.3486 3.5627  C32 1.085
77 H 6.5196 -2.3378 2.0780  C33 1.088
78 H 5.7790 -1.3223 0.8566  C33 1.087
79 H 3.6511 -2.5254 1.1156  C34 1.093
80 H 4.9750 -3.6094 0.6886  C34 1.087
81 H 1.8734 -4.9944 1.5062  C37 1.085
82 H 2.9591 -6.3236 1.2338  C37 1.083
83 H 3.2710 -4.8223 0.3922  C37 1.082
84 H 2.3369 -1.4165 3.8816  C39 1.077
85 H -0.9093 -2.7340 4.3083  O42 0.969
86 H -0.0534 -3.3537 0.9030  C44 1.082

SMILES: CCSCc1cc(N(C(C)=O)C(C)=O)c(Cc2ccccc2C)c2c1C(=O)c1c(CCCCCOC(C)=O)cc(P(O)Br)cc1C2=O
HOMO energy, eV: -9.05
LUMO energy, eV: -1.07
Kohn-Sham gap, eV: 7.977
Strongest force on any atom, eV/A: 1.60
Molecular weight, g/mol: 740.7

Here are the Löwdin charges for atoms 1 to 8, given in e:
1. C -0.173
2. C -0.524
3. S 0.903
4. C -0.397
5. C -0.197
6. C 0.040
7. C -0.143
8. N 0.088

---

Look up the molecular weight of the second one.
321.4 g/mol

---

Which value of molecular weight does entry 3 give?
740.7 g/mol

---

What did the first record say?
The ion C7H6NO3S2 with charge -1 in a non-equilibrium geometry. Source: OMol25; level of theory: ωB97M-V/def2-TZVPD.

Last columns: bonded neighbours and bond lengths (Å).
Atoms and positions in Å:
1 C 0.1568 0.6587 -0.9072  C4 1.359, C6 1.436, H14 1.001
2 C -0.0583 -1.2071 1.3001  C5 1.343, C7 1.579, H15 1.083
3 C 2.8975 -1.5570 -1.0011  N8 1.261, S12 1.763, H16 1.067
4 C 0.9445 -0.4454 -0.8157  C1 1.359, C5 1.498, N8 1.406
5 C 0.9500 -1.2947 0.4178  C2 1.343, C4 1.498, S12 1.738
6 C -0.8586 0.9398 0.0687  C1 1.436, C7 1.502, H17 1.211, H18 1.123
7 C -1.2577 -0.3097 0.8014  C2 1.579, C6 1.502, S13 1.854, H19 1.059
8 N 2.1442 -0.6829 -1.5096  C3 1.261, C4 1.406
9 O -2.6541 -2.4314 0.2770  S13 1.437
10 O -3.2707 -0.3015 -0.7384  S13 1.476
11 O -1.3431 -1.5603 -1.5956  S13 1.451
12 S 2.4050 -2.2364 0.5493  C3 1.763, C5 1.738
13 S -2.2043 -1.2834 -0.4616  C7 1.854, O9 1.437, O10 1.476, O11 1.451
14 H 0.2861 1.2450 -1.7080  C1 1.001
15 H -0.2039 -1.8478 2.1610  C2 1.083
16 H 3.7989 -1.8993 -1.4574  C3 1.067
17 H -0.4261 1.7012 0.9050  C6 1.211
18 H -1.8143 1.2583 -0.4285  C6 1.123
19 H -1.9327 0.0701 1.5233  C7 1.059

SMILES: O=S(=O)([O-])[C@H]1C=c2scnc2=CC1
HOMO energy, eV: -4.17
Energy relative to the best compared isomer or geometry (same formula, charge and spin), kcal/mol: 0.00
Total charge: -1
LUMO energy, eV: 2.83
Kohn-Sham gap, eV: 6.995
Strongest force on any atom, eV/A: 4.00
Molecular weight, g/mol: 216.3

Here are the Löwdin charges for atoms 1 to 8, given in e:
1. C -0.047
2. C -0.056
3. C -0.474
4. C -0.281
5. C -0.515
6. C -0.223
7. C -0.333
8. N 0.031

---

The highest strongest force on any atom belongs to which entry?
C15H32NO4P